# 1
79
Properties=species:S:1:pos:R:3:lowdin_charge:R:1 method="wB97M-V/def2-TZVPD" s_squared=6.018 total_charge=-2 relative_energy_kj_mol=186.29 lumo_energy_ev="3.50 / 3.50" total_energy_ev=-99672.37285 spin_multiplicity=5 e_homo_ev="-0.3 / -0.5"
Fe -7.420 -11.910 -11.113 0.74
C -5.619 -15.117 -7.780 -0.24
C -5.119 -14.832 -9.226 -0.20
N -6.253 -14.729 -10.127 -0.10
C -6.730 -15.965 -10.711 -0.30
C -7.234 -17.002 -9.690 -0.51
S -8.811 -16.526 -9.031 0.87
C -8.418 -16.344 -7.255 -0.47
C -7.924 -14.962 -6.815 -0.30
N -6.838 -14.389 -7.538 -0.07
H -4.793 -14.870 -7.070 0.11
H -5.780 -16.171 -7.667 0.06
H -4.397 -15.611 -9.497 0.11
H -4.694 -13.820 -9.204 0.12
H -6.025 -14.049 -10.881 0.04
H -5.919 -16.466 -11.301 0.11
H -7.558 -15.675 -11.373 0.10
H -6.544 -17.150 -8.876 0.04
H -7.311 -17.979 -10.165 0.06
H -7.737 -17.142 -7.001 0.05
H -9.308 -16.583 -6.711 0.05
H -7.742 -15.002 -5.735 0.10
H -8.814 -14.316 -6.886 0.09
H -7.249 -13.991 -8.427 0.10
C -9.800 -15.277 -16.266 -0.12
C -10.956 -15.301 -15.471 -0.11
C -11.002 -14.735 -14.192 -0.04
C -9.854 -14.108 -13.700 -0.24
C -8.720 -14.054 -14.498 0.00
C -8.702 -14.623 -15.794 -0.07
N -9.671 -13.491 -12.411 0.06
N -10.635 -13.466 -11.638 0.06
C -10.400 -12.946 -10.352 -0.34
C -11.557 -13.037 -9.562 -0.04
C -11.534 -12.682 -8.181 -0.12
C -10.353 -12.193 -7.759 -0.15
C -9.195 -12.081 -8.576 -0.15
C -9.209 -12.447 -9.904 -0.14
H -9.854 -15.687 -17.250 0.08
H -11.860 -15.708 -15.844 0.07
H -11.859 -14.782 -13.521 0.10
H -7.844 -13.572 -14.112 0.07
H -7.786 -14.500 -16.338 0.10
H -12.453 -13.361 -10.092 0.09
H -12.408 -12.759 -7.526 0.09
H -10.274 -11.895 -6.689 0.10
H -8.291 -11.626 -8.135 0.10
C -4.748 -14.754 -13.624 -0.10
C -4.780 -13.363 -14.174 -0.25
C -4.136 -13.057 -15.380 -0.12
C -4.291 -11.852 -16.055 -0.20
C -5.150 -10.931 -15.527 -0.13
C -5.831 -11.212 -14.335 -0.24
C -6.758 -10.203 -13.780 -0.11
C -5.658 -12.417 -13.505 -0.42
N -6.322 -12.689 -12.410 -0.12
H -4.131 -15.412 -14.233 0.06
H -5.790 -15.090 -13.526 0.06
H -4.331 -14.704 -12.605 0.06
H -3.516 -13.842 -15.840 0.08
H -3.832 -11.633 -17.000 0.06
H -5.246 -9.973 -16.070 0.09
H -6.867 -9.365 -14.500 0.07
H -6.402 -9.808 -12.825 0.06
H -7.771 -10.653 -13.605 0.06
I -13.650 -8.058 -10.875 0.77
C -11.641 -8.448 -10.429 -0.74
C -10.826 -9.097 -11.366 -0.14
C -9.483 -9.300 -11.110 -0.01
C -8.952 -8.940 -9.855 -0.12
C -9.718 -8.240 -8.946 -0.01
C -11.082 -8.018 -9.251 -0.16
C -7.499 -9.288 -9.467 -0.65
O -7.088 -8.813 -8.417 0.00
O -6.924 -10.127 -10.217 -0.12
H -11.204 -9.547 -12.247 0.08
H -8.918 -9.847 -11.787 0.06
H -9.285 -7.878 -8.034 0.11
H -11.683 -7.452 -8.554 0.08


# 2
66
Properties=species:S:1:pos:R:3:lowdin_charge:R:1 method="wB97M-V/def2-TZVPD" s_squared=3.936 total_charge=0 relative_energy_kj_mol=79.13 lumo_energy_ev="-0.38 / 0.19" total_energy_ev=-209841.86079 spin_multiplicity=4 e_homo_ev="-6.7 / -6.8"
Cr -0.556 -1.140 -0.233 0.29
C -0.253 -1.962 3.088 -0.12
O -1.113 -1.534 2.046 -0.32
C -2.451 -1.383 2.464 -0.17
C -3.270 -0.798 1.301 -0.13
O -2.839 -1.262 0.038 -0.23
C -3.325 -2.515 -0.412 -0.17
C -2.492 -3.706 0.074 -0.17
O -1.124 -3.425 -0.133 -0.33
C -0.299 -4.568 -0.039 -0.08
H -0.211 -1.215 3.888 0.09
H -0.587 -2.922 3.497 0.10
H 0.737 -2.060 2.645 0.06
H -2.853 -2.362 2.772 0.13
H -2.500 -0.695 3.319 0.14
H -4.338 -1.007 1.448 0.14
H -3.124 0.288 1.265 0.13
H -4.376 -2.642 -0.126 0.14
H -3.253 -2.457 -1.506 0.08
H -2.679 -3.917 1.139 0.13
H -2.791 -4.589 -0.509 0.14
H -0.628 -5.332 -0.748 0.10
H 0.709 -4.242 -0.296 0.05
H -0.304 -4.983 0.974 0.10
O 3.293 -2.365 -4.724 -0.05
C 2.944 -1.034 -4.406 -0.22
C 1.925 -1.026 -3.246 -0.57
C 1.716 0.444 -2.823 -0.27
O 2.848 1.028 -2.247 -0.06
C 2.536 -1.874 -2.126 -0.46
Se 1.807 -1.604 -0.294 0.71
C 0.633 -1.656 -3.760 -0.46
Se -0.986 -1.444 -2.633 0.77
H 3.940 -2.351 -5.435 0.09
H 2.500 -0.533 -5.279 0.13
H 3.826 -0.458 -4.093 0.13
H 0.860 0.501 -2.133 0.06
H 1.474 1.039 -3.708 0.14
H 2.956 0.647 -1.364 0.05
H 3.597 -1.638 -2.019 0.07
H 2.448 -2.930 -2.382 0.06
H 0.784 -2.731 -3.885 0.06
H 0.348 -1.233 -4.726 0.07
C 1.967 4.923 1.132 -0.17
Si 0.833 3.920 2.288 0.57
C 1.928 3.105 3.613 -0.23
C -0.351 5.147 3.161 -0.18
C -0.238 2.870 1.113 -0.26
C -1.212 3.497 0.367 -0.08
C -1.977 2.772 -0.551 -0.06
C -1.683 1.447 -0.745 -0.17
N -0.732 0.795 -0.056 -0.13
C -0.045 1.485 0.899 -0.73
S 1.019 0.587 1.851 0.67
H 2.663 5.522 1.710 0.02
H 1.396 5.594 0.499 0.02
H 2.546 4.270 0.487 0.03
H 2.317 3.863 4.288 0.02
H 2.771 2.607 3.145 0.01
H 1.404 2.360 4.202 0.00
H 0.224 5.808 3.801 0.02
H -1.096 4.653 3.779 0.02
H -0.874 5.771 2.445 0.01
H -1.390 4.555 0.483 0.10
H -2.783 3.234 -1.099 0.10
H -2.216 0.864 -1.489 0.08


# 3
21
Properties=species:S:1:pos:R:3:lowdin_charge:R:1 method="wB97M-V/def2-TZVPD" total_charge=0 relative_energy_kj_mol=253.65 lumo_energy_ev=0.02 total_energy_ev=-26504.34740 e_homo_ev=-8.5
C 1.745 0.424 -0.580 -0.12
C 2.644 0.679 1.770 -0.04
C 2.675 0.107 0.575 -0.28
N -2.280 -1.430 -1.636 -0.03
N -1.526 -2.311 0.898 -0.02
N -2.542 0.605 0.360 -0.24
Si -2.183 -0.972 0.061 0.46
S -0.975 2.865 -1.166 0.39
H 2.328 0.934 -1.309 0.07
H 1.132 -0.439 -0.887 0.07
H 1.070 1.097 -0.062 0.00
H 3.460 0.277 2.411 0.06
H 1.752 1.295 2.064 0.08
H 3.621 -0.512 0.279 0.12
H -2.078 -0.650 -2.253 0.04
H -1.945 -2.263 -1.907 -0.04
H -1.150 -2.254 1.785 0.01
H -1.089 -3.005 0.458 -0.02
H -3.183 0.771 1.187 -0.01
H -1.529 1.721 -0.433 -0.22
H 0.226 2.813 -0.600 -0.28


# 4
9
Properties=species:S:1:pos:R:3:lowdin_charge:R:1 method="wB97M-V/def2-TZVPD" total_charge=0 relative_energy_kj_mol=264.36 lumo_energy_ev="-0.67 / -0.67" total_energy_ev=-98481.18350 e_homo_ev="-9.0 / -9.0"
C 0.390 -0.252 -1.998 -0.07
C 1.346 -0.940 -1.857 -0.79
N -1.190 -1.090 0.741 -0.69
N -1.145 -1.718 -0.365 -0.53
S -2.307 -0.057 1.359 0.49
Cl 2.676 -1.797 -1.630 0.74
Br -2.425 -1.476 -1.636 0.69
H -0.491 0.299 -2.354 0.02
H -0.413 -1.266 1.474 0.13